[1]
{"formula": "C10H17O4P", "method": "the ωB97M-V functional and the def2-TZVPD basis", "homo_lumo_gap_ev": [7.86, 7.62], "s2": 2.0095, "fmax_ev_per_a": 4.97, "spin_multiplicity": 3, "elements": ["C", "C", "C", "C", "C", "C", "C", "C", "C", "C", "O", "O", "O", "O", "P", "H", "H", "H", "H", "H", "H", "H", "H", "H", "H", "H", "H", "H", "H", "H", "H", "H"], "coordinates": [[2.816, 1.136, 0.268], [2.507, 2.297, -0.272], [2.742, -1.246, -0.758], [3.574, 0.632, 1.414], [2.152, -0.205, 0.047], [1.882, -1.779, -1.873], [-2.236, 2.054, -0.222], [-2.112, -1.959, 0.003], [-0.750, 1.950, -0.476], [-1.173, -1.939, 1.170], [3.904, -1.458, -0.701], [0.414, 0.770, 1.909], [-0.370, 0.567, -0.489], [0.143, -1.629, 0.766], [0.483, -0.040, 0.703], [1.790, 2.187, -1.082], [2.936, 3.241, 0.118], [4.598, 0.395, 1.388], [3.209, 0.981, 2.394], [1.546, -2.825, -1.743], [2.436, -1.641, -2.834], [0.942, -1.133, -1.959], [-2.491, 2.288, 0.716], [-2.694, 2.959, -0.739], [-2.673, 1.135, -0.615], [-3.069, -2.077, 0.358], [-2.147, -0.963, -0.416], [-1.779, -2.784, -0.736], [-0.267, 2.425, 0.404], [-0.423, 2.380, -1.318], [-1.007, -2.892, 1.662], [-1.519, -1.310, 2.053]], "forces_ev_per_a": [[0.3, -3.2, 1.0], [0.2, 0.1, 0.1], [-2.0, 0.7, -0.9], [1.0, 3.1, 2.7], [-2.9, 2.0, -1.3], [-1.7, 0.4, -0.9], [0.0, 0.8, -4.7], [2.2, -0.7, -1.2], [-1.1, -0.6, 4.8], [-0.5, -0.5, 2.1], [3.0, -0.9, 0.3], [-0.4, 0.1, 0.9], [-0.1, -0.4, -0.3], [0.4, 2.4, -0.3], [1.7, -1.9, -1.1], [0.2, 0.9, 0.0], [-0.4, -0.7, -0.7], [1.1, -0.5, -0.4], [0.1, -0.4, -0.4], [0.4, 0.5, -0.1], [-0.3, -0.4, 0.8], [1.2, -1.0, 0.1], [-0.6, -0.1, 3.9], [0.6, -1.2, -0.1], [-0.5, 0.3, 0.2], [-2.4, -1.0, 0.7], [0.4, -0.1, -0.6], [-0.8, 1.6, 1.0], [0.1, -0.1, -0.7], [1.0, 1.4, -3.3], [-0.6, -0.5, -0.2], [0.4, -0.1, -1.3]], "lowdin_charge": [-0.344, 0.071, -0.492, 0.076, -0.122, -0.007, -0.041, -0.061, -0.255, -0.303, 0.123, -0.217, -0.205, -0.196, 0.519, 0.065, 0.094, 0.053, 0.085, 0.092, 0.101, 0.090, 0.028, 0.108, 0.076, 0.046, 0.043, 0.126, 0.119, 0.072, 0.116, 0.140]}

=====

[2]
{"formula": "CH2N4O", "method": "the ωB97M-V functional and the def2-TZVPD basis", "homo_lumo_gap_ev": 10.49, "fmax_ev_per_a": 5.30, "spin_multiplicity": 1, "elements": ["O", "C", "N", "N", "N", "N", "H", "H"], "coordinates": [[-0.261, 0.497, 1.648], [0.167, 0.231, 0.434], [1.305, 0.642, -0.065], [1.288, 0.183, -1.338], [0.207, -0.354, -1.664], [-0.480, -0.344, -0.554], [-0.753, -0.234, 2.066], [-1.472, -0.621, -0.526]], "forces_ev_per_a": [[-0.8, -0.3, 1.2], [1.6, 1.0, -0.6], [0.3, -0.7, 0.3], [2.6, 1.7, -0.8], [0.0, -0.7, -0.6], [-4.9, -1.5, 1.2], [0.3, 0.4, -0.4], [1.0, 0.1, -0.2]], "lowdin_charge": [0.125, -0.511, 0.095, -0.057, -0.012, 0.045, 0.138, 0.177]}

=====

[3]
{"formula": "C3H6N6O3", "method": "the ωB97M-V functional and the def2-TZVPD basis", "homo_lumo_gap_ev": 9.78, "fmax_ev_per_a": 1.88, "spin_multiplicity": 1, "elements": ["O", "N", "N", "C", "N", "N", "O", "C", "N", "N", "O", "C", "H", "H", "H", "H", "H", "H"], "coordinates": [[2.385, -2.071, 0.350], [1.220, -2.191, 0.108], [0.630, -1.097, -0.510], [-0.834, -1.178, -0.575], [-1.327, -0.217, 0.425], [-2.575, 0.226, 0.267], [-3.219, -0.340, -0.575], [-0.407, 0.491, 1.267], [0.625, 1.076, 0.413], [0.652, 2.397, 0.230], [1.426, 2.759, -0.666], [1.288, 0.193, -0.575], [-1.127, -0.808, -1.573], [-1.093, -2.208, -0.283], [0.019, -0.236, 1.951], [-0.896, 1.364, 1.721], [1.144, 0.597, -1.582], [2.351, 0.113, -0.334]], "forces_ev_per_a": [[-0.2, 0.0, 0.0], [-0.2, 0.7, -0.4], [0.3, -1.0, 0.7], [1.7, 0.7, 0.4], [-1.3, -0.6, -0.9], [0.2, 0.9, 0.9], [0.0, -0.4, -0.3], [0.2, 0.9, -0.7], [0.4, 0.0, -0.5], [0.9, 0.1, -1.0], [-1.2, -0.6, 1.4], [-0.4, 0.0, 0.1], [-0.4, -0.7, 0.4], [-0.2, 0.4, -0.7], [0.2, 0.3, 0.4], [-0.1, -0.7, 0.2], [0.2, 0.2, 0.2], [-0.2, -0.2, -0.3]], "lowdin_charge": [-0.010, -0.029, -0.123, -0.084, -0.115, -0.054, -0.031, -0.087, -0.103, -0.032, -0.057, -0.090, 0.139, 0.140, 0.131, 0.142, 0.134, 0.130]}

=====

| no. | total energy (eV) |
| --- | --- |
| 1 | -28120.241 |
| 2 | -9075.401 |
| 3 | -18284.479 |